<w>
{"formula": "CH4OP2", "method": "the ωB97M-V functional and the def2-TZVPD basis", "gap_ev": 9.41, "smiles": "O=C=P.P", "spin_multiplicity": 1, "homo_ev": -9.14, "total_charge": 0, "species": ["C", "O", "P", "P", "H", "H", "H", "H"], "positions_angstrom": [[2.348, 0.231, 0.035], [2.919, 1.236, 0.130], [-2.083, 0.185, -0.316], [1.618, -1.237, -0.015], [-1.689, -0.988, 0.318], [-2.953, 0.502, 0.716], [0.886, -0.835, -1.136], [-1.047, 0.905, 0.267]], "nbo_charge": [0.357, -0.443, 0.023, 0.060, -0.009, -0.006, 0.027, -0.008]}

***

<x>
{"formula": "CH4OP2", "method": "the ωB97M-V functional and the def2-TZVPD basis", "gap_ev": 7.71, "spin_multiplicity": 1, "homo_ev": -8.10, "total_charge": 0, "species": ["C", "O", "P", "P", "H", "H", "H", "H"], "positions_angstrom": [[-0.403, 0.682, 0.239], [-0.598, 1.752, -0.193], [2.046, 0.103, -0.151], [-1.559, -0.467, 1.215], [1.806, -0.832, -1.174], [1.851, 1.299, -0.984], [-0.713, -1.697, 0.930], [-2.430, -0.840, 0.119]], "nbo_charge": [0.296, -0.512, -0.019, 0.240, -0.029, -0.006, 0.017, 0.013]}

***

Most stable structure - <w>; separation to the second - 1.181 eV.

***

<w>
{"formula": "C3HN4", "method": "the ωB97M-V functional and the def2-TZVPD basis", "gap_ev": [8.38, 8.38], "smiles": "N#CC#[N+]NC#N", "spin_multiplicity": 1, "homo_ev": [-17.05, -17.05], "total_charge": 1, "species": ["C", "C", "C", "N", "N", "N", "N", "H"], "positions_angstrom": [[-0.582, 0.038, 1.165], [-0.183, 0.014, -2.190], [0.399, 0.706, 2.591], [-0.076, 0.738, -3.044], [0.975, 1.145, 3.457], [-0.123, -0.694, -1.025], [-0.132, -0.319, 0.150], [-0.280, -1.628, -1.104]], "nbo_charge": [0.545, 0.320, 0.277, -0.088, -0.159, -0.294, -0.049, 0.448]}

***

<x>
{"formula": "C3HN4", "method": "the ωB97M-V functional and the def2-TZVPD basis", "gap_ev": 9.20, "smiles": "N#CC#[N+]NC#N", "spin_multiplicity": 1, "homo_ev": -16.80, "total_charge": 1, "species": ["C", "C", "C", "N", "N", "N", "N", "H"], "positions_angstrom": [[-0.182, 0.726, 1.040], [0.392, -0.873, -2.115], [-0.352, 1.740, 1.927], [0.567, -0.765, -3.221], [-0.464, 2.594, 2.688], [0.211, -1.143, -0.411], [-0.078, -0.184, 0.319], [-0.094, -2.094, -0.228]], "nbo_charge": [0.494, 0.385, 0.104, -0.186, 0.037, -0.334, 0.025, 0.474]}

***

Most stable structure - <x>; separation to the second - 1.506 eV.

***

<w>
{"formula": "C2H8O3", "method": "the ωB97M-V functional and the def2-TZVPD basis", "gap_ev": 9.99, "smiles": "C=CO.O.O", "spin_multiplicity": 1, "homo_ev": -9.54, "total_charge": 0, "species": ["C", "C", "O", "H", "H", "H", "H", "H", "H", "O", "H", "H", "O"], "positions_angstrom": [[1.256, 1.265, -1.711], [1.802, 1.833, -0.651], [2.744, 1.198, 0.118], [1.599, 0.257, -1.952], [0.588, 1.713, -2.428], [1.572, 2.842, -0.371], [2.270, 0.497, 0.581], [-3.284, -1.008, 2.772], [-2.694, -2.014, 1.716], [-3.324, -1.909, 2.433], [-1.377, -2.367, -0.820], [-2.232, -1.079, -0.500], [-1.350, -1.426, -0.637]], "nbo_charge": [-0.466, 0.124, -0.710, 0.196, 0.209, 0.163, 0.483, 0.474, 0.473, -0.948, 0.477, 0.475, -0.950]}

***

<x>
{"formula": "C2H8O3", "method": "the ωB97M-V functional and the def2-TZVPD basis", "gap_ev": 9.48, "smiles": "C=CO.O.O", "spin_multiplicity": 1, "homo_ev": -8.87, "total_charge": 0, "species": ["C", "C", "O", "H", "H", "H", "H", "H", "H", "O", "H", "H", "O"], "positions_angstrom": [[-2.703, -0.839, -0.065], [-1.774, 0.122, 0.201], [-0.391, -0.206, 0.164], [-3.803, -0.700, -0.064], [-2.461, -1.783, -0.521], [-1.945, 1.150, 0.553], [0.182, 0.573, -0.243], [1.923, 1.720, -1.722], [2.103, 0.731, -0.441], [1.563, 1.514, -0.820], [2.746, -0.273, 1.570], [1.897, -1.293, 0.753], [2.664, -0.717, 0.636]], "nbo_charge": [-0.505, 0.141, -0.774, 0.207, 0.204, 0.174, 0.518, 0.489, 0.515, -0.994, 0.486, 0.496, -0.957]}

***

<y>
{"formula": "C2H8O3", "method": "the ωB97M-V functional and the def2-TZVPD basis", "gap_ev": 11.15, "smiles": "CC=O.O.O", "spin_multiplicity": 1, "homo_ev": -10.43, "total_charge": 0, "species": ["O", "C", "C", "H", "H", "H", "H", "H", "H", "O", "H", "H", "O"], "positions_angstrom": [[0.440, -0.482, 1.232], [0.995, 0.605, 1.151], [0.550, 1.935, 0.504], [2.039, 0.747, 1.528], [0.412, 2.864, 1.166], [1.397, 2.131, -0.226], [-0.430, 1.843, -0.018], [-0.909, -0.322, -1.457], [0.480, 0.277, -1.658], [-0.494, 0.409, -1.869], [-0.745, -1.855, 0.339], [-1.075, -3.152, -0.564], [-1.251, -2.149, -0.494]], "nbo_charge": [-0.564, 0.468, -0.751, 0.098, 0.252, 0.232, 0.266, 0.491, 0.456, -0.947, 0.504, 0.480, -0.985]}

***

Most stable structure - <y>; separation to the second - 0.278 eV.

***

<w>
{"formula": "C2H3ClO2S", "method": "the ωB97M-V functional and the def2-TZVPD basis", "gap_ev": [9.82, 7.07], "spin_multiplicity": 3, "homo_ev": [-9.83, -10.30], "total_charge": 0, "species": ["C", "C", "O", "O", "S", "Cl", "H", "H", "H"], "positions_angstrom": [[-0.505, -0.106, 0.401], [-1.637, 0.634, -0.135], [1.438, -0.212, -1.742], [-1.712, 1.834, -0.214], [0.104, -1.618, -0.274], [-3.132, -0.444, -0.397], [0.291, 0.635, 0.418], [-0.793, -0.068, 1.508], [0.702, 0.172, -2.242]], "nbo_charge": [-0.779, 0.599, -0.665, -0.469, 0.443, -0.123, 0.295, 0.276, 0.424]}

***

<x>
{"formula": "C2H3ClO2S", "method": "the ωB97M-V functional and the def2-TZVPD basis", "gap_ev": [8.43, 6.17], "spin_multiplicity": 3, "homo_ev": [-7.70, -10.22], "total_charge": 0, "species": ["C", "C", "O", "O", "S", "Cl", "H", "H", "H"], "positions_angstrom": [[-1.711, 0.276, -0.077], [-0.467, 0.395, 0.304], [2.007, -0.863, 1.158], [1.682, -1.244, -1.320], [2.253, -0.427, -0.230], [0.580, 1.553, -0.458], [-2.421, -0.217, 0.596], [-2.103, 0.615, -1.027], [0.180, -0.087, 1.053]], "nbo_charge": [-0.392, -0.233, -0.794, -0.734, 1.416, 0.036, 0.223, 0.223, 0.255]}

***

Most stable structure - <w>; separation to the second - 1.157 eV.

***

<w>
{"formula": "C4H12O2", "method": "the ωB97M-V functional and the def2-TZVPD basis", "gap_ev": 9.94, "smiles": "C/C=C/C.O.O", "spin_multiplicity": 1, "homo_ev": -9.15, "total_charge": 0, "species": ["C", "C", "C", "C", "H", "H", "H", "H", "H", "H", "H", "H", "H", "H", "O", "H", "H", "O"], "positions_angstrom": [[0.423, -0.132, 1.345], [-0.312, -0.280, 2.448], [-1.070, -1.502, 2.825], [1.233, 1.142, 1.172], [0.616, -0.952, 0.669], [-0.464, 0.591, 3.081], [-0.667, -1.954, 3.732], [-2.137, -1.307, 2.907], [-0.936, -2.271, 2.054], [1.597, 1.252, 0.154], [2.055, 1.275, 1.867], [0.564, 1.987, 1.354], [0.899, 2.790, -6.579], [1.413, 1.373, -6.640], [1.018, 2.067, -7.160], [-1.309, -1.702, -0.384], [-1.875, -1.058, -1.641], [-1.048, -1.319, -1.203]], "nbo_charge": [-0.177, -0.191, -0.639, -0.646, 0.198, 0.185, 0.219, 0.213, 0.196, 0.213, 0.216, 0.211, 0.466, 0.468, -0.934, 0.468, 0.471, -0.936]}

***

<x>
{"formula": "C4H12O2", "method": "the ωB97M-V functional and the def2-TZVPD basis", "gap_ev": 10.84, "smiles": "CC[C@H](C)O.O", "spin_multiplicity": 1, "homo_ev": -10.15, "total_charge": 0, "species": ["C", "C", "C", "C", "O", "H", "H", "H", "H", "H", "H", "H", "H", "H", "H", "H", "H", "O"], "positions_angstrom": [[2.150, -0.358, -1.631], [1.479, -0.592, -0.344], [0.075, -0.234, -0.607], [-0.810, 0.131, 0.636], [-0.630, -1.457, -1.055], [2.425, 0.674, -1.707], [1.492, -0.694, -2.470], [3.037, -1.128, -1.789], [1.375, -1.617, 0.024], [1.967, -0.069, 0.525], [-0.090, 0.491, -1.301], [-1.698, 0.635, 0.255], [-1.211, -0.717, 1.159], [-0.285, 0.805, 1.263], [-1.538, -1.171, -1.405], [-2.261, 2.303, 2.327], [-2.707, 0.995, 3.039], [-2.773, 2.004, 3.081]], "nbo_charge": [-0.607, -0.449, 0.117, -0.633, -0.745, 0.210, 0.218, 0.209, 0.230, 0.210, 0.162, 0.193, 0.219, 0.199, 0.465, 0.468, 0.472, -0.937]}

***

Most stable structure - <w>; separation to the second - 0.345 eV.

***

<w>
{"formula": "C4H12O2", "method": "the ωB97M-V functional and the def2-TZVPD basis", "gap_ev": 9.74, "smiles": "C=C(C)C.O.O", "spin_multiplicity": 1, "homo_ev": -9.19, "total_charge": 0, "species": ["C", "C", "C", "C", "H", "H", "H", "H", "H", "H", "H", "H", "H", "H", "O", "H", "H", "O"], "positions_angstrom": [[1.043, -0.418, 0.511], [-0.196, 0.104, -0.004], [-1.317, -0.219, 0.711], [-0.300, 0.891, -1.299], [1.078, -1.525, 0.407], [0.960, -0.357, 1.666], [1.817, 0.261, 0.120], [-2.316, -0.007, 0.346], [-1.330, -0.683, 1.616], [0.700, 1.236, -1.629], [-0.994, 1.737, -1.029], [-0.983, 0.419, -2.074], [0.437, -2.789, -1.219], [-0.577, -2.243, -2.083], [-0.454, -3.011, -1.557], [1.387, 2.517, 1.358], [0.214, 1.707, 2.032], [0.830, 2.378, 2.127]], "nbo_charge": [-0.670, 0.011, -0.411, -0.678, 0.230, 0.233, 0.213, 0.187, 0.187, 0.219, 0.242, 0.232, 0.459, 0.460, -0.916, 0.472, 0.476, -0.946]}

***

<x>
{"formula": "C4H12O2", "method": "the ωB97M-V functional and the def2-TZVPD basis", "gap_ev": 11.02, "smiles": "CC[C@H](C)O.O", "spin_multiplicity": 1, "homo_ev": -10.17, "total_charge": 0, "species": ["C", "C", "C", "C", "O", "H", "H", "H", "H", "H", "H", "H", "H", "H", "H", "H", "H", "O"], "positions_angstrom": [[-1.082, -2.326, 1.483], [-1.160, -2.152, -0.026], [-0.650, -0.747, -0.462], [-0.760, -0.666, -1.992], [0.682, -0.567, -0.027], [-1.900, -1.900, 2.062], [-0.225, -1.743, 1.849], [-1.113, -3.402, 1.658], [-0.638, -2.961, -0.556], [-2.192, -2.194, -0.340], [-1.232, 0.048, 0.002], [-0.679, 0.314, -2.483], [0.013, -1.312, -2.397], [-1.762, -0.983, -2.312], [1.285, -1.297, -0.221], [2.117, 6.236, 1.295], [1.807, 5.020, 0.756], [2.608, 5.548, 0.798]], "nbo_charge": [-0.628, -0.419, 0.105, -0.631, -0.734, 0.205, 0.225, 0.210, 0.195, 0.202, 0.176, 0.215, 0.202, 0.206, 0.469, 0.457, 0.458, -0.915]}

***

<y>
{"formula": "C4H12O2", "method": "the ωB97M-V functional and the def2-TZVPD basis", "gap_ev": 11.07, "smiles": "CCO.CCO", "spin_multiplicity": 1, "homo_ev": -10.13, "total_charge": 0, "species": ["C", "C", "O", "H", "H", "H", "H", "H", "H", "C", "C", "O", "H", "H", "H", "H", "H", "H"], "positions_angstrom": [[-0.754, 1.145, 1.232], [-1.896, 0.224, 1.678], [-3.130, 0.474, 0.968], [0.102, 0.497, 1.049], [-0.578, 1.937, 1.955], [-1.039, 1.597, 0.282], [-2.098, 0.277, 2.750], [-1.669, -0.821, 1.465], [-3.701, 1.025, 1.506], [1.411, -0.023, -2.059], [1.536, -1.335, -1.291], [1.952, -1.071, 0.061], [0.790, 0.657, -1.472], [0.936, -0.143, -3.035], [2.384, 0.448, -2.201], [2.275, -1.986, -1.764], [0.567, -1.824, -1.229], [2.911, -1.077, 0.107]], "nbo_charge": [-0.657, -0.063, -0.735, 0.234, 0.205, 0.220, 0.160, 0.171, 0.464, -0.633, -0.062, -0.735, 0.216, 0.211, 0.201, 0.161, 0.177, 0.468]}

***

<z>
{"formula": "C4H12O2", "method": "the ωB97M-V functional and the def2-TZVPD basis", "gap_ev": 10.82, "smiles": "CCCCO.O", "spin_multiplicity": 1, "homo_ev": -10.17, "total_charge": 0, "species": ["C", "O", "C", "C", "C", "H", "H", "H", "H", "H", "H", "H", "H", "H", "H", "H", "H", "O"], "positions_angstrom": [[-0.422, -0.683, -1.300], [-0.800, -1.978, -1.748], [-0.530, -0.503, 0.275], [-0.269, 0.961, 0.742], [-0.970, 1.281, 2.113], [0.656, -0.525, -1.497], [-1.030, 0.016, -1.796], [-1.256, -2.456, -1.177], [0.250, -1.171, 0.831], [-1.649, -0.753, 0.624], [-0.156, 1.645, -0.197], [0.787, 0.918, 1.049], [-1.995, 1.509, 1.815], [-0.584, 2.194, 2.455], [-1.086, 0.632, 2.944], [2.894, 0.581, -1.079], [2.691, 1.592, 0.152], [2.503, 0.664, -0.140]], "nbo_charge": [-0.057, -0.725, -0.420, -0.422, -0.618, 0.170, 0.161, 0.461, 0.214, 0.183, 0.214, 0.212, 0.196, 0.204, 0.221, 0.481, 0.478, -0.954]}

***

Most stable structure - <x>; separation to the second - 0.190 eV.